Here is a molecular structure, C8H11BBrF2O7P2Pt from the OMol25 dataset. Energies are from the ωB97M-V functional and the def2-TZVPD basis.

Last column: natural (NBO) charge in e.
Geometry (Å):
Pt (0.6780, -0.1813, 0.0939)  0.48
C (-1.2430, -3.1895, 3.3039)  -0.66
C (-0.1520, -2.8047, 2.2937)  -0.39
O (0.8257, -3.8359, 2.1266)  -0.69
P (-0.9063, -2.6082, 0.5386)  2.05
O (-1.5100, -0.8506, 0.5807)  -0.99
O (-1.1258, -4.2057, 0.2600)  -0.99
O (0.2037, -2.2199, -0.4504)  -1.07
P (0.7866, -1.3212, 2.9268)  2.36
O (-0.4022, -0.2306, 3.0186)  -1.03
O (1.2389, -1.5893, 4.3083)  -1.12
O (1.8177, -0.9135, 1.8510)  -1.14
H (-1.6365, -4.1852, 3.0739)  0.19
H (-2.0707, -2.4728, 3.2780)  0.22
H (-0.8137, -3.1903, 4.3061)  0.26
H (0.3598, -4.6407, 1.9035)  0.46
H (-2.4221, -0.7633, 0.2209)  0.50
H (-0.5380, -4.4351, -0.4939)  0.53
H (-1.0881, -0.2500, 2.3151)  0.51
F (1.3850, -0.6875, -2.6718)  -0.54
B (1.0310, 0.2938, -1.7980)  0.98
F (0.9928, 1.5433, -2.3121)  -0.54
Br (1.9491, 6.1410, 1.8923)  -0.02
C (1.5885, 4.3344, 1.3809)  -0.11
C (0.3214, 3.9934, 0.9383)  -0.24
C (0.0702, 2.6788, 0.5466)  -0.26
C (1.0616, 1.7039, 0.5923)  -0.17
C (2.3258, 2.0725, 1.0686)  -0.18
C (2.5975, 3.3862, 1.4601)  -0.27
H (-0.4613, 4.7413, 0.8944)  0.21
H (-0.9260, 2.4178, 0.2011)  0.20
H (3.0999, 1.3194, 1.1626)  0.22
H (3.5801, 3.6611, 1.8314)  0.21

gap between HOMO and LUMO: 5.1 eV
total charge: -1
HOMO energy: -4.396 eV
lowest unoccupied orbital energy: 0.74 eV
E_tot: -120792.595 eV
2S+1: 1

***

Here is a molecular structure, C22H17AuN4S from the OMol25 dataset. Energies are from the ωB97M-V functional and the def2-TZVPD basis.

Last column: natural (NBO) charge in e.
Geometry (Å):
Au (-0.1533, -0.2614, 0.1739)  0.66
C (-0.9955, 3.6224, -4.0169)  -0.20
C (-2.2857, 3.5105, -3.5096)  -0.22
C (-2.5461, 2.6908, -2.4258)  -0.16
C (-1.5056, 1.9813, -1.8304)  0.07
C (-0.2158, 2.1080, -2.3229)  -0.21
C (0.0376, 2.9135, -3.4229)  -0.21
N (-1.6913, 1.1638, -0.6715)  -0.23
N (-2.8577, 0.8121, -0.4495)  -0.11
C (-3.0391, -0.0934, 0.6183)  -0.01
C (-4.3183, -0.1813, 1.1736)  -0.19
C (-4.5613, -1.1019, 2.1738)  -0.25
C (-3.5302, -1.9157, 2.6381)  -0.18
C (-2.2475, -1.7885, 2.1111)  -0.27
C (-1.9930, -0.9272, 1.0484)  -0.42
H (-0.7959, 4.2630, -4.8660)  0.21
H (-3.0943, 4.0676, -3.9651)  0.21
H (-3.5448, 2.5928, -2.0253)  0.23
H (0.5842, 1.5629, -1.8306)  0.22
H (1.0464, 2.9974, -3.8062)  0.22
H (-5.0902, 0.5058, 0.8428)  0.21
H (-5.5529, -1.1844, 2.6008)  0.21
H (-3.7336, -2.6609, 3.3992)  0.21
H (-1.4491, -2.4097, 2.5077)  0.20
S (3.4329, -4.0429, 4.0436)  0.26
C (2.7478, -2.9202, 2.8360)  -0.13
C (2.3904, -3.3644, 1.5695)  -0.25
C (1.8770, -2.4604, 0.6614)  0.05
N (1.6891, -1.1627, 0.9439)  -0.50
C (2.0586, -0.7374, 2.1591)  0.05
C (2.5724, -1.5781, 3.1312)  -0.24
C (5.1497, -3.8915, 3.5525)  -0.13
C (5.6908, -4.7515, 2.6097)  -0.26
C (7.0185, -4.5727, 2.2453)  0.04
N (7.8005, -3.6244, 2.7561)  -0.40
C (7.2692, -2.8149, 3.6698)  0.04
C (5.9540, -2.9067, 4.1046)  -0.26
H (2.5057, -4.4046, 1.2976)  0.24
H (1.5868, -2.7750, -0.3322)  0.21
H (1.9299, 0.3194, 2.3507)  0.21
H (2.8365, -1.1890, 4.1049)  0.24
H (5.0937, -5.5398, 2.1715)  0.23
H (7.4761, -5.2243, 1.5091)  0.20
H (7.9281, -2.0560, 4.0771)  0.20
H (5.5657, -2.2291, 4.8529)  0.23

gap between HOMO and LUMO: 6.3 eV
HOMO energy: -6.729 eV
lowest unoccupied orbital energy: -0.39 eV
E_tot: -43574.893 eV
2S+1: 1
ΔE to the lowest compared entry with this formula, charge and spin: 1.1432 eV

***

Here is a molecular structure, C24H47AuN4O2Si5Te from the OMol25 dataset. Energies are from the ωB97M-V functional and the def2-TZVPD basis.

Last column: Löwdin charge in e.
Geometry (Å):
Au (0.0453, 0.0718, -0.1349)  0.83
O (1.9154, -0.6015, 0.8902)  -0.23
N (2.4214, -1.7450, 0.6893)  -0.03
N (1.7489, -2.6161, 0.0451)  -0.25
O (0.5648, -2.4182, -0.4555)  -0.37
C (2.3442, -3.8949, -0.0326)  -0.18
C (3.7296, -4.0150, -0.0219)  -0.02
C (4.3005, -5.2728, -0.0122)  -0.08
C (3.4988, -6.4037, -0.0114)  -0.09
C (2.1226, -6.2758, -0.0758)  -0.07
C (1.5405, -5.0226, -0.0940)  -0.01
H (4.3340, -3.1225, -0.0256)  0.11
H (5.3737, -5.3793, -0.0181)  0.10
H (3.9445, -7.3856, 0.0302)  0.10
H (1.4971, -7.1541, -0.1156)  0.10
H (0.4721, -4.9007, -0.1433)  0.09
C (3.1012, 2.6425, 0.1494)  -0.03
C (1.7103, 3.1650, -0.0223)  -0.33
C (1.4190, 4.5197, -0.0146)  -0.05
C (0.0981, 4.9285, -0.2029)  -0.07
C (-0.8861, 3.9976, -0.4112)  -0.03
C (-0.5209, 2.6425, -0.4450)  -0.47
N (0.7513, 2.2693, -0.2261)  0.05
N (-1.3305, 1.6083, -0.6722)  -0.16
Si (-2.9133, 1.5379, -1.3367)  0.42
C (-2.7440, 0.0750, -2.5466)  -0.19
C (-4.1397, 1.2025, 0.0921)  -0.18
C (-3.5547, 3.0700, -2.2805)  -0.17
H (3.8057, 3.4553, 0.3066)  0.07
H (3.3929, 2.0864, -0.7415)  0.09
H (3.1386, 1.9526, 0.9899)  0.07
H (2.2025, 5.2443, 0.1412)  0.10
H (-0.1519, 5.9795, -0.1893)  0.11
H (-1.9183, 4.2697, -0.5345)  0.09
H (-2.7706, -0.8612, -2.0007)  -0.04
H (-1.7822, 0.1290, -3.0455)  0.03
H (-3.5125, 0.0458, -3.3094)  0.02
H (-3.8754, 0.2869, 0.6123)  -0.04
H (-5.1648, 1.1093, -0.2428)  0.01
H (-4.1115, 2.0067, 0.8202)  0.03
H (-2.7902, 3.5117, -2.9113)  0.03
H (-3.9056, 3.8363, -1.5972)  0.02
H (-4.3916, 2.8014, -2.9185)  0.02
C (-2.1783, -5.5108, -1.3844)  -0.21
Si (-3.2777, -5.2855, 0.1637)  0.38
C (-2.2731, -5.7169, 1.7332)  -0.22
C (-4.7125, -6.5505, 0.0865)  -0.20
Si (-3.9773, -2.9758, 0.2023)  0.14
Te (-1.7301, -1.8878, 0.8929)  0.78
Si (-5.2096, -2.5793, -1.8364)  0.41
C (-6.0960, -0.9008, -2.0811)  -0.20
C (-4.2415, -3.0640, -3.4201)  -0.21
C (-6.7024, -3.7789, -1.7696)  -0.21
Si (-5.3976, -2.5935, 2.1161)  0.39
C (-6.1866, -0.8537, 2.1902)  -0.21
C (-4.4645, -2.9156, 3.7521)  -0.22
C (-6.8576, -3.8250, 2.0559)  -0.21
H (-1.6214, -6.4438, -1.3801)  0.03
H (-1.4626, -4.6962, -1.4567)  0.01
H (-2.7749, -5.4939, -2.2911)  0.01
H (-1.8793, -6.7294, 1.7134)  0.03
H (-2.8890, -5.6287, 2.6227)  0.01
H (-1.4350, -5.0368, 1.8530)  -0.01
H (-4.3517, -7.5745, 0.1021)  0.03
H (-5.3009, -6.4316, -0.8164)  0.00
H (-5.3863, -6.4338, 0.9283)  0.01
H (-5.4138, -0.0675, -2.1706)  -0.02
H (-6.7584, -0.6999, -1.2459)  0.02
H (-6.7107, -0.9279, -2.9774)  0.04
H (-3.2004, -2.7634, -3.3763)  0.01
H (-4.6749, -2.6087, -4.3071)  0.03
H (-4.2637, -4.1401, -3.5661)  0.01
H (-7.3533, -3.5478, -0.9336)  0.00
H (-6.3984, -4.8142, -1.6678)  0.00
H (-7.3006, -3.7000, -2.6727)  0.03
H (-5.4493, -0.0854, 2.3964)  0.01
H (-6.9509, -0.7949, 2.9617)  0.03
H (-6.6652, -0.6032, 1.2485)  0.01
H (-3.5784, -2.2941, 3.8289)  0.01
H (-4.1396, -3.9486, 3.8175)  0.01
H (-5.0820, -2.7177, 4.6235)  0.03
H (-7.5016, -3.6331, 1.2056)  0.00
H (-7.4757, -3.7569, 2.9463)  0.03
H (-6.5131, -4.8495, 1.9765)  0.00

gap between HOMO and LUMO (spin up / spin down): 7.7 / 5.7 eV
HOMO energy (spin up / spin down): -7.545 / -7.620 eV
lowest unoccupied orbital energy (spin up / spin down): 0.20 / -1.90 eV
E_tot: -86079.374 eV
2S+1: 3
ΔE to the lowest compared entry with this formula, charge and spin: 1.1316 eV
expectation value of S²: 2.015

***

Here is a molecular structure, C43H39MoN3 from the OMol25 dataset. Energies are from the ωB97M-V functional and the def2-TZVPD basis.

Last column: natural (NBO) charge in e.
Geometry (Å):
Mo (0.0267, -0.3802, -0.0226)  1.21
C (-0.3651, 3.1268, 2.1667)  -0.63
C (-0.7964, 1.9116, 2.9404)  -0.01
C (-1.7718, 2.0164, 3.9248)  -0.19
C (-2.1248, 0.9258, 4.7017)  -0.16
C (-1.4887, -0.2948, 4.5299)  -0.21
C (-0.5168, -0.4482, 3.5539)  -0.05
C (0.2461, -1.7460, 3.4228)  -0.62
C (-0.2085, 0.6578, 2.7459)  0.12
N (0.7733, 0.4556, 1.7205)  -0.44
C (2.0285, 0.4580, 2.0290)  0.35
C (2.5882, 0.8485, 3.3457)  -0.70
C (2.8563, -0.0237, 0.9327)  0.36
C (4.3213, -0.2049, 1.0948)  -0.71
N (2.1670, -0.3342, -0.1329)  -0.45
C (2.9116, -0.7287, -1.2927)  0.17
C (2.8113, -2.0535, -1.7243)  -0.05
C (2.0123, -3.0598, -0.9355)  -0.59
C (3.5286, -2.4436, -2.8442)  -0.19
C (4.3270, -1.5359, -3.5211)  -0.16
C (4.4239, -0.2285, -3.0756)  -0.19
C (3.7274, 0.2029, -1.9542)  -0.03
C (3.8740, 1.6349, -1.5044)  -0.65
H (-1.2262, 3.6182, 1.7146)  0.25
H (0.3449, 2.8861, 1.3782)  0.21
H (0.0991, 3.8479, 2.8429)  0.24
H (-2.2536, 2.9724, 4.0883)  0.24
H (-2.8850, 1.0290, 5.4648)  0.24
H (-1.7294, -1.1311, 5.1750)  0.23
H (-0.2891, -2.5594, 3.9061)  0.25
H (1.2235, -1.6599, 3.9058)  0.23
H (0.4158, -2.0409, 2.3804)  0.18
H (1.8107, 1.1745, 4.0313)  0.27
H (3.3087, 1.6593, 3.2124)  0.27
H (3.1282, 0.0121, 3.7955)  0.26
H (4.5173, -0.8171, 1.9780)  0.26
H (4.8051, 0.7603, 1.2643)  0.27
H (4.7679, -0.6737, 0.2242)  0.27
H (2.6432, -3.5079, -0.1642)  0.24
H (1.6507, -3.8620, -1.5762)  0.25
H (1.1479, -2.6107, -0.4317)  0.15
H (3.4680, -3.4716, -3.1798)  0.23
H (4.8774, -1.8513, -4.3972)  0.24
H (5.0529, 0.4765, -3.6049)  0.23
H (3.8749, 2.2986, -2.3684)  0.25
H (4.8302, 1.7770, -0.9959)  0.24
H (3.0774, 1.9515, -0.8324)  0.20
C (0.7859, 0.9164, -4.2036)  -0.15
C (0.2950, -0.1757, -4.9102)  -0.20
C (-0.2768, -1.2314, -4.2268)  -0.17
C (-0.3305, -1.2100, -2.8323)  -0.10
C (0.2325, -0.1422, -2.1079)  -0.11
C (0.7536, 0.9272, -2.8170)  -0.24
C (-1.0851, -2.1814, -2.0548)  0.29
C (-1.5763, -3.4066, -2.5414)  -0.26
C (-2.3042, -4.2239, -1.7256)  -0.04
C (-2.6333, -3.8096, -0.4123)  -0.13
C (-3.4343, -4.5716, 0.4609)  -0.13
C (-3.7724, -4.0846, 1.6960)  -0.20
C (-3.3694, -2.7929, 2.0749)  -0.15
C (-2.5864, -2.0304, 1.2455)  -0.27
C (-2.1579, -2.5502, 0.0137)  0.25
N (-1.3224, -1.8008, -0.7857)  -0.54
H (1.1939, 1.7635, -4.7397)  0.23
H (0.3279, -0.1859, -5.9909)  0.24
H (-0.7143, -2.0575, -4.7720)  0.22
H (1.1419, 1.7879, -2.2847)  0.22
H (-1.3571, -3.7054, -3.5555)  0.25
H (-2.6673, -5.1802, -2.0815)  0.24
H (-3.8019, -5.5324, 0.1232)  0.24
H (-4.3756, -4.6748, 2.3715)  0.24
H (-3.7064, -2.3905, 3.0217)  0.24
H (-2.3529, -0.9961, 1.4852)  0.23
C (-1.1860, 1.1971, -0.1825)  -0.38
C (-1.9057, 2.1758, -0.3343)  0.22
C (-2.7192, 3.3213, -0.5043)  -0.15
C (-4.0563, 3.3366, -0.0876)  -0.17
C (-4.8227, 4.4708, -0.2751)  -0.21
C (-4.2706, 5.5997, -0.8682)  -0.16
C (-2.9399, 5.5979, -1.2704)  -0.21
C (-2.1664, 4.4673, -1.0972)  -0.18
H (-4.4794, 2.4523, 0.3709)  0.22
H (-5.8560, 4.4773, 0.0443)  0.23
H (-4.8794, 6.4795, -1.0268)  0.23
H (-2.5054, 6.4812, -1.7188)  0.23
H (-1.1311, 4.4486, -1.4133)  0.22

gap between HOMO and LUMO (spin up / spin down): 5.6 / 5.6 eV
total charge: +2
HOMO energy (spin up / spin down): -12.968 / -13.154 eV
lowest unoccupied orbital energy (spin up / spin down): -7.33 / -7.59 eV
E_tot: -51535.308 eV
2S+1: 3
expectation value of S²: 2.045